This record from OMol25 describes a single C5H5NO molecule. The level of theory is ωB97M-V with the def2-TZVPD basis set.

Summary:
* frontier orbital gap (spin up / spin down): 0.29890 / 0.29890 hartree
* 2S+1: 1
* energy relative to the best compared isomer or geometry (same formula, charge and spin): 698.55 kJ/mol

Last column: natural (NBO) charge in e.
Cartesian coordinates (Å):
O (-2.162957, -1.153457, 0.348060)  -0.475
N (1.371273, -0.907984, 0.612868)  -0.545
C (0.234673, -1.280669, -0.213643)  -0.187
C (-1.081278, -0.654755, 0.217696)  0.543
C (-1.332719, 1.924469, -0.194786)  -0.108
C (0.948571, -0.007204, -0.408499)  -0.061
C (-0.659525, 0.788641, 0.111896)  -0.522
H (0.349127, 1.023646, 0.586425)  0.367
H (1.598898, 0.371421, -1.185985)  0.242
H (1.136170, -0.640080, 1.567827)  0.366
H (0.292469, -2.174932, -0.824755)  0.237
H (-0.694700, 2.710904, -0.617104)  0.142

Atomic forces in eV per Å
0.52 0.25 -0.02
0.05 0.05 0.21
-0.21 -0.23 -0.12
-0.44 -0.22 0.01
0.25 -0.29 0.05
0.33 -0.04 -0.24
-0.37 0.34 -0.03
-0.08 0.07 0.05
-0.14 0.01 0.04
0.00 -0.02 -0.09
0.06 0.11 0.09
0.02 -0.04 0.06